# 1
The following is a quantum chemistry calculation of C26H33BF6MgN12PS as an isolated structure in a non-equilibrium geometry, from the OMol25 dataset.

The geometry in XYZ format:
```
81
Properties=species:S:1:pos:R:3:lowdin_charge:R:1
H -0.999 -3.473 3.073 0.13
H 3.012 2.684 0.202 0.07
H 1.726 4.929 -1.865 0.05
C 1.500 -3.285 3.822 -0.10
H -2.067 -1.942 -0.263 0.11
H 0.566 5.035 0.606 0.15
N -2.367 2.674 -0.914 0.14
B 1.068 -2.176 1.545 -0.63
F 0.213 2.126 -0.598 -0.24
H -3.521 0.879 2.824 0.09
C 1.100 5.818 -1.789 -0.06
C 2.408 -4.194 4.288 -0.01
N 2.000 -0.942 1.701 0.04
H -2.683 1.334 1.347 -0.03
F -0.254 0.871 -2.403 -0.16
H 2.583 -4.478 5.312 0.11
C -3.069 0.653 -1.934 -0.22
C 3.048 -4.688 3.128 -0.35
C -1.264 -2.504 2.684 -0.05
H -4.881 -1.726 -3.486 0.12
N 1.723 0.293 1.191 0.04
H 3.511 -1.765 2.924 0.12
F 1.866 0.975 -1.654 -0.10
H 3.485 3.058 1.859 0.09
N -0.203 4.785 -0.004 0.06
N 0.579 -1.733 -0.901 0.04
C -3.513 -2.017 -1.857 0.00
C 3.119 -0.885 2.441 -0.03
C 3.590 0.407 2.418 0.01
H 4.468 0.794 2.905 0.11
H 4.210 -6.090 2.022 0.08
H 5.108 -5.245 3.284 0.08
H -4.034 0.185 1.287 0.08
H 3.979 -6.521 3.725 0.08
C -2.810 2.104 -1.959 -0.17
C -2.208 -0.618 2.065 -0.35
Mg 0.117 0.146 -0.127 0.66
H -0.758 4.768 -2.010 0.08
C -2.996 2.911 -3.205 0.03
C 2.684 1.110 1.618 -0.31
H -2.641 3.927 -3.077 0.09
H -4.063 2.937 -3.436 0.11
C 0.159 -1.801 -3.366 -0.01
C 0.879 -3.744 -1.840 0.00
H -3.648 -3.087 -1.786 0.12
C -2.622 -1.375 -1.000 -0.10
H 0.825 -2.637 4.358 0.12
C -2.438 -1.792 2.787 0.00
H -2.466 2.444 -4.033 0.11
N -2.248 3.656 -0.231 0.20
F 1.348 1.949 -3.687 -0.06
H 0.184 -2.570 -4.135 0.09
H 1.574 6.534 -1.116 0.09
H 0.942 -4.526 -2.576 0.11
C -3.165 0.508 1.862 -0.06
C 2.738 2.555 1.249 -0.02
H -0.841 -1.364 -3.353 0.06
H 1.039 6.279 -2.774 0.09
C 0.523 -2.414 -2.054 -0.32
C -4.190 -1.265 -2.794 -0.02
F -0.311 3.139 -2.616 -0.14
C 1.169 -3.830 -0.494 -0.04
C -0.290 5.454 -1.308 -0.21
H 0.859 -1.015 -3.647 0.08
C 4.146 -5.696 3.035 -0.03
N 1.580 -3.264 2.464 -0.02
N 0.994 -2.624 0.055 0.04
F 1.817 3.267 -1.835 -0.11
C -3.963 0.105 -2.839 0.02
N -2.392 -0.068 -1.034 0.11
C -1.040 3.919 0.513 -0.86
N -0.974 -0.624 1.553 0.04
H 1.775 3.040 1.410 0.03
N -0.389 -1.787 1.966 0.03
N 2.562 -4.113 2.044 0.12
H -4.485 0.721 -3.556 0.12
H -0.920 6.340 -1.204 0.13
P 0.842 2.084 -2.209 0.25
S -1.092 3.203 1.981 0.85
H 1.520 -4.652 0.103 0.11
H -3.332 -2.072 3.318 0.11
```

HOMO-LUMO gap ... 5.886 eV
E_tot ... -87933.818 eV
Total charge ... +1
LUMO ... -5.2 eV
Relative energy (zero: lowest compared OMol25 entry of this formula, charge and spin) ... 209.0 kJ/mol



# 2
The following is a quantum chemistry calculation of C2H4BrNS in the gas phase in a non-equilibrium geometry, from the OMol25 dataset.

The geometry in XYZ format:
```
9
Properties=species:S:1:pos:R:3:lowdin_charge:R:1
H -1.360 -0.868 -1.278 0.08
N -1.303 -0.710 -0.260 -0.05
S 0.862 0.898 -0.428 0.77
H -0.638 0.726 1.195 0.07
C 1.771 -0.283 0.422 -0.93
Br 3.643 -0.371 0.092 0.53
H -0.695 -1.429 0.174 0.07
C -0.789 0.573 0.101 -0.65
H -1.490 1.464 -0.018 0.11
```

HOMO-LUMO gap ... 8.183 eV
E_tot ... -84503.717 eV
Total charge ... 0
LUMO ... -0.5 eV
Relative energy (zero: lowest compared OMol25 entry of this formula, charge and spin) ... 215.0 kJ/mol



# 3
The following is a quantum chemistry calculation of a 2-piece molecular cluster, C3H9O2S overall in a non-equilibrium geometry, from the OMol25 dataset.

The geometry in XYZ format:
```
15
Properties=species:S:1:pos:R:3:lowdin_charge:R:1
C 1.135 0.084 -0.200 -0.32
H 1.605 -1.386 1.028 0.07
H 1.733 0.712 0.542 0.11
S 0.541 2.484 -1.642 0.62
H -0.812 1.239 -0.233 0.05
H 1.858 -0.265 -0.996 0.11
H 0.306 -1.893 -0.233 0.11
H 1.742 2.020 -1.947 -0.19
O -0.317 -1.121 1.668 -0.35
H -3.368 -1.057 1.129 0.00
O -2.796 -0.265 1.227 -0.18
C 0.603 -1.105 0.618 -0.48
C 0.034 0.899 -0.817 -0.57
H -1.847 -0.616 1.393 -0.02
H -0.420 0.272 -1.537 0.05
```

HOMO-LUMO gap ... 6.602 eV
E_tot ... -18186.937 eV
Total charge ... -1
LUMO ... 3.2 eV
Relative energy (zero: lowest compared OMol25 entry of this formula, charge and spin) ... 95.0 kJ/mol



# 4
The following is a quantum chemistry calculation of C23H22IrN2O2S3 as an isolated structure in a non-equilibrium geometry, from the OMol25 dataset.

The geometry in XYZ format:
```
53
Properties=species:S:1:pos:R:3:mulliken_spin:R:1
H 6.185 2.386 -1.444 0.00
H -3.999 -4.968 2.458 0.01
S 2.057 0.140 -0.299 0.09
H 0.291 -5.502 1.533 0.00
C 3.826 2.292 0.950 0.01
C -3.445 -4.416 1.714 0.26
H 0.641 2.335 -1.983 0.00
H 5.084 4.549 -2.026 0.00
O -1.326 -0.296 -3.202 0.01
C 2.539 -0.932 0.943 0.10
C -2.041 -4.258 1.800 0.20
H 1.424 -4.907 0.318 0.05
H 2.982 5.140 -0.722 0.00
Ir -0.021 -1.078 -0.701 1.15
H -5.526 0.888 -0.701 0.00
C 0.178 1.695 -2.755 0.00
C -3.489 -3.133 -0.317 0.16
H -5.280 -4.000 0.509 0.01
C 4.961 1.983 0.239 0.01
H -2.955 3.827 0.958 0.00
H -1.575 -4.614 2.731 0.01
C -3.469 0.890 -1.584 0.00
N 2.124 -2.182 1.038 0.26
C 0.911 -4.633 1.274 -0.01
N 0.790 -2.289 0.636 0.28
H 3.851 1.679 2.993 0.00
H -3.531 -0.050 -2.136 0.00
C -1.306 -3.457 0.955 0.11
H -1.142 3.035 -0.439 0.00
C 0.133 -3.418 1.023 0.48
H 2.194 3.734 1.166 0.00
C 3.056 3.438 0.553 0.00
O -1.886 -1.688 -0.747 0.26
C -2.158 -2.747 -0.071 0.28
C 3.378 1.337 2.051 -0.01
S 3.773 -0.365 1.931 0.20
C -2.223 1.365 -1.251 -0.01
C -4.189 -3.847 0.633 0.04
S -0.876 0.467 -2.027 0.01
C 3.506 4.193 -0.511 0.00
C -2.096 2.532 -0.477 0.01
C -4.595 1.362 -0.757 0.00
C 5.314 2.696 -0.887 0.00
H 2.267 1.341 2.127 0.01
H -5.226 2.769 0.707 0.00
H 5.495 1.070 0.579 -0.01
C -3.166 3.038 0.196 0.00
H 1.719 -4.507 2.015 0.03
C 4.708 3.912 -1.185 0.00
H 1.014 1.182 -3.319 0.00
H -0.421 2.320 -3.389 0.00
C -4.435 2.399 0.086 0.00
H -4.025 -2.708 -1.188 0.00
```

Expectation value of S² ... 6.0312
Multiplicity ... 5
HOMO-LUMO gap (spin up / spin down) ... 6.472 / 5.295 eV
E_tot ... -66614.842 eV
Total charge ... +1
LUMO (spin up / spin down) ... -2.6 / -6.2 eV



# 5
The following is a quantum chemistry calculation of C3H3NO2S in the gas phase in a non-equilibrium geometry, from the OMol25 dataset.

The geometry in XYZ format:
```
10
Properties=species:S:1:pos:R:3:lowdin_charge:R:1
H -0.910 0.131 1.489 0.12
H 2.749 0.704 -0.797 0.06
O -2.617 0.522 -0.209 0.02
H -1.708 -1.102 -0.909 0.14
C -1.600 -0.208 -0.264 -0.20
O 0.435 -1.056 0.612 -0.13
C 1.883 0.359 -0.379 -0.42
S 0.637 1.451 0.204 1.00
C -0.404 0.050 0.560 -0.62
N 1.535 -0.852 -0.308 0.02
```

HOMO-LUMO gap ... 9.539 eV
E_tot ... -19576.655 eV
SMILES ... O=C[C@H]1ON=CS1
Total charge ... 0
LUMO ... 0.1 eV
Relative energy (zero: lowest compared OMol25 entry of this formula, charge and spin) ... 397.6 kJ/mol



# 6
The following is a quantum chemistry calculation of a 3-piece molecular cluster, C3H11NO3 overall in a non-equilibrium geometry, from the OMol25 dataset.

The geometry in XYZ format:
```
18
Properties=species:S:1:pos:R:3:lowdin_charge:R:1
H 0.139 -0.795 -1.176 0.12
O -2.506 2.702 -1.269 -0.06
H 2.601 0.880 -0.356 0.10
O 0.203 0.097 1.429 0.06
N 0.727 -1.078 -0.415 -0.03
H -2.796 1.782 -1.264 0.01
H 3.160 -0.223 1.039 0.10
O -2.428 -0.193 0.135 -0.07
H -3.333 -0.161 0.455 0.04
H -1.604 2.724 -1.592 0.03
H -1.880 0.373 0.689 0.01
H 2.527 -2.121 -0.893 0.07
H 2.243 1.358 1.377 0.07
H 1.324 -3.025 0.085 0.07
C 1.031 -0.134 0.562 -0.50
C 1.472 -2.282 -0.665 -0.11
C 2.399 0.530 0.697 -0.01
H 1.088 -2.761 -1.600 0.10
```

HOMO-LUMO gap ... 9.899 eV
E_tot ... -10921.347 eV
SMILES ... CNC(C)=O.O.O
Total charge ... 0
LUMO ... 0.6 eV
Relative energy (zero: lowest compared OMol25 entry of this formula, charge and spin) ... 160.0 kJ/mol



# 7
The following is a quantum chemistry calculation of CH5ClO4Os as an isolated structure in a non-equilibrium geometry, from the OMol25 dataset.

The geometry in XYZ format:
```
12
Properties=species:S:1:pos:R:3:mulliken_spin:R:1
Cl 2.353 -3.956 -0.697 0.46
O 3.263 -2.881 -0.181 0.76
H -1.138 1.723 -1.840 0.06
O 1.469 -0.131 -1.389 0.34
H 0.057 2.698 -1.071 0.02
H -1.440 2.229 -0.211 0.00
O -0.881 -0.662 0.800 -0.11
Os 0.249 0.096 -0.221 1.52
C -0.633 1.877 -0.872 0.02
H 0.563 1.423 1.020 0.02
H 1.054 1.730 0.358 0.15
O 1.178 -3.583 -1.553 0.75
```

Expectation value of S² ... 6.0649
Multiplicity ... 5
HOMO-LUMO gap (spin up / spin down) ... 7.199 / 4.928 eV
E_tot ... -24261.973 eV
Total charge ... +2
LUMO (spin up / spin down) ... -10.9 / -16.1 eV
Relative energy (zero: lowest compared OMol25 entry of this formula, charge and spin) ... 0.0 kJ/mol



# 8
The following is a quantum chemistry calculation of a 2-piece molecular cluster, C4H5NO2 overall, from the OMol25 dataset.

The geometry in XYZ format:
```
12
Properties=species:S:1:pos:R:3:lowdin_charge:R:1
O 0.985 2.356 0.385 0.11
H -1.740 1.514 0.050 0.16
H -1.727 -1.189 -0.367 0.15
H 0.382 -1.482 -1.706 0.15
C -0.922 -0.630 0.101 -0.27
O -1.169 -0.082 1.386 0.03
C 0.504 1.258 0.265 -0.37
H 2.237 0.079 0.269 0.16
N 1.239 0.065 0.107 0.07
H 0.730 -1.865 -0.959 0.03
C 0.517 -1.094 0.036 -0.07
C -0.941 0.824 0.300 -0.13
```

HOMO-LUMO gap ... 8.662 eV
E_tot ... -9809.254 eV
Total charge ... 0
LUMO ... -0.1 eV
Relative energy (zero: lowest compared OMol25 entry of this formula, charge and spin) ... 488.3 kJ/mol